A 2-piece molecular cluster, C5H14OS2 overall. Source: the OMol25 dataset; level of theory: ωB97M-V/def2-TZVPD.

Atoms and positions in Å:
C -0.77472 -3.57873 1.58314
C -0.13125 -2.58379 0.60959
C -0.25811 -1.11131 1.02999
S -0.02300 -0.01642 -0.40792
S 1.82177 0.83510 -0.10579
C 1.56799 2.56626 0.41894
C 0.15381 3.15163 0.46065
H -1.83720 -3.67175 1.40922
H -0.32060 -4.55722 1.42780
H -0.61216 -3.30777 2.62033
H 0.91839 -2.80394 0.42019
H -0.65087 -2.68331 -0.34639
H 0.53177 -0.86922 1.73422
H -1.20783 -0.90047 1.53126
H 2.20012 3.08430 -0.29644
H 2.01998 2.65852 1.39937
H -0.57216 2.40120 0.18125
H -0.06938 3.47404 1.47070
H 0.08117 4.02944 -0.17582
O -2.90908 0.03036 -3.77013
H -3.07244 0.69295 -3.08722
H -2.11017 -0.44994 -3.53039

Orbital gap, eV: 9.304
Energy relative to the best compared isomer or geometry (same formula, charge and spin), kcal per mole: 10.22
Multiplicity: 1
Energy, eV: -29129.951

Atom charges from the natural (NBO) analysis, given in e for atoms 1 to 4: -0.6096, -0.4074, -0.5333, 0.0686

***

A 2-piece molecular cluster, C5H14S overall. Source: the OMol25 dataset; level of theory: ωB97M-V/def2-TZVPD.

Atoms and positions in Å:
C 2.57522 -0.62894 -1.31914
C 1.29059 -1.29589 -1.80986
C 0.95256 -2.65721 -1.17470
H 2.50006 0.44999 -1.38711
H 3.44204 -0.94999 -1.90489
H 2.76144 -1.03242 -0.31972
H 1.30396 -1.41182 -2.89737
H 0.47410 -0.62113 -1.53226
H -0.11565 -2.81390 -1.26512
H 1.61865 -3.38916 -1.64596
H 1.31124 -2.70873 -0.14728
C -0.46765 -0.04642 1.66340
S -0.85185 1.67269 1.08822
C -2.54724 1.64040 0.52313
H 0.12874 -0.60454 0.93838
H -1.39386 -0.55600 1.90187
H 0.24456 0.13972 2.46307
H -3.09489 1.34387 1.41835
H -2.84786 2.66694 0.32437
H -2.74882 1.04570 -0.35891

Orbital gap, eV: 9.427
Energy relative to the best compared isomer or geometry (same formula, charge and spin), kcal per mole: 15.14
Multiplicity: 1
Energy, eV: -16246.645

Atom charges from the natural (NBO) analysis, given in e for atoms 1 to 4: -0.6115, -0.3950, -0.6124, 0.2167

***

A 2-piece molecular cluster, C5H14S overall. Source: the OMol25 dataset; level of theory: ωB97M-V/def2-TZVPD.

Atoms and positions in Å:
C 0.76098 -2.13509 -1.26657
C 1.55786 -1.07375 -0.52846
C 1.60795 -1.32610 0.98097
H 0.98187 -3.14107 -0.90245
H 0.93758 -2.17050 -2.34015
H -0.31187 -2.02206 -1.09122
H 1.08350 -0.10159 -0.71297
H 2.56439 -0.96454 -0.92352
H 1.50778 -0.43760 1.59447
H 0.83474 -2.04181 1.27294
H 2.54455 -1.79406 1.30001
C -1.98812 2.51805 -0.31042
C -1.23425 1.95426 0.90984
S -1.57831 0.20651 1.26547
H -1.46224 3.40544 -0.67250
H -2.97538 2.80918 0.03080
H -2.02577 1.81681 -1.14037
H -0.16220 2.03437 0.74086
H -1.45618 2.59470 1.76166
H -1.18688 -0.13116 0.03160

Orbital gap, eV: 9.902
Energy relative to the best compared isomer or geometry (same formula, charge and spin), kcal per mole: 6.78
Multiplicity: 1
Energy, eV: -16247.007

Atom charges from the natural (NBO) analysis, given in e for atoms 1 to 4: -0.6048, -0.4062, -0.6122, 0.2025

***

A 2-piece molecular cluster, C5H14S overall. Source: the OMol25 dataset; level of theory: ωB97M-V/def2-TZVPD.

Atoms and positions in Å:
C 0.76107 -2.30553 -2.82905
C 1.17439 -1.48928 -1.58398
C 0.06647 -0.84079 -0.77920
H 1.33723 -3.22453 -2.89045
H 0.73692 -1.69502 -3.72843
H -0.27703 -2.63194 -2.66732
H 1.92401 -0.73450 -1.85066
H 1.70198 -2.18810 -0.93244
H 0.52597 -0.67783 0.19385
H -0.31447 0.11847 -1.12593
H -0.75179 -1.56882 -0.75848
C 0.10576 1.74345 3.09717
S 0.20184 1.96727 1.34691
C -1.66057 2.04824 1.00324
H 0.53314 0.82132 3.52656
H -0.93477 1.62751 3.40209
H 0.56558 2.52746 3.69052
H -2.02062 1.03400 0.95350
H -1.98692 2.73658 1.77790
H -1.68818 2.73202 0.15423

Orbital gap, eV: 9.487
Energy relative to the best compared isomer or geometry (same formula, charge and spin), kcal per mole: 21.80
Multiplicity: 1
Energy, eV: -16246.356

Atom charges from the natural (NBO) analysis, given in e for atoms 1 to 4: -0.6110, -0.3935, -0.6101, 0.2096

***

A 2-piece molecular cluster, C5H14S overall. Source: the OMol25 dataset; level of theory: ωB97M-V/def2-TZVPD.

Atoms and positions in Å:
C -2.54160 1.46904 1.50592
C -2.61210 0.07843 0.89465
H -2.46626 2.32486 0.82498
H -3.36113 1.82439 2.12340
H -1.62404 1.58144 2.10609
H -1.82258 -0.06488 0.16807
H -3.58791 -0.17707 0.47733
H -2.56739 -0.74642 1.61813
C 1.12592 -0.05515 -1.68447
C 1.31844 1.44622 -1.30399
C 0.61501 -0.68190 1.13251
S 1.25364 -1.32541 -0.43416
H 0.10340 0.16714 -2.04867
H 1.66820 -0.49160 -2.52858
H 2.36309 1.75165 -1.49505
H 1.08756 1.57708 -0.26665
H 1.33238 -1.13971 1.82236
H 0.64213 0.40055 1.16535
H -0.31902 -1.17722 1.40831
H 0.85569 2.10306 -2.03744

Orbital gap (alpha / beta), eV: 11.666 / 6.555
Energy relative to the best compared isomer or geometry (same formula, charge and spin), kcal per mole: 18.15
Net charge: +1
⟨S²⟩: 0.75
Multiplicity: 2
Energy, eV: -16237.782

Atom charges from the natural (NBO) analysis, given in e for atoms 1 to 4: -0.6264, -0.6152, 0.2153, 0.2358

***

C5H15BrNO2 as an isolated structure. Source: the OMol25 dataset; level of theory: ωB97M-V/def2-TZVPD.

Atoms and positions in Å:
Br 2.46955 1.51248 -0.33731
C 0.87325 2.61835 2.59305
O 1.99689 2.91746 1.76336
H 1.12654 2.76479 3.64305
H 0.11010 3.35355 2.33774
H 0.48020 1.63277 2.34357
H 1.96554 2.41130 0.94824
C -0.29196 1.04805 -0.93754
C -0.08644 -0.43219 -1.07156
C -1.37122 -1.10872 -0.54962
O -1.23864 -2.49452 -0.71476
C -0.41491 -3.12294 0.20403
N 0.09844 -0.80123 -2.50602
H -0.66925 1.39907 0.02294
H -1.05668 1.47311 -1.58763
H 0.62764 1.62626 -1.02764
H 0.79640 -0.82925 -0.57052
H -2.31545 -0.82308 -1.01323
H -1.60829 -0.79552 0.46714
H 0.65682 -2.97327 0.07325
H -0.62801 -4.19075 0.15434
H -0.60620 -2.93236 1.26005
H -0.14417 -1.77807 -2.58990
H -0.77020 -0.47523 -2.90514

Orbital gap, eV: 6.963
Energy relative to the best compared isomer or geometry (same formula, charge and spin), kcal per mole: 61.32
Net charge: -1
Multiplicity: 1
Energy, eV: -81055.265

Atom charges from the natural (NBO) analysis, given in e for atoms 1 to 4: -0.7302, -0.2582, -0.7872, 0.1530

***

A 2-piece molecular cluster, C5H15ClN2Si overall. Source: the OMol25 dataset; level of theory: ωB97M-V/def2-TZVPD.

Atoms and positions in Å:
C -2.04195 0.25658 -2.42482
C 2.66346 0.90915 -0.54759
C 0.08110 -1.77791 1.73188
C 0.09818 0.33350 2.53928
C -1.96493 0.59782 -0.93471
N 1.23964 0.87161 -0.91097
N -0.35709 -0.42989 1.41032
Si -0.17153 0.17971 -0.17965
Cl 0.44278 -2.60707 -1.58109
H -1.50438 -0.67518 -2.61804
H -3.06742 0.12154 -2.71033
H -1.71120 0.98985 -3.13215
H 3.28929 0.05223 -0.73597
H 3.05860 1.83820 -1.15963
H 2.73035 1.23724 0.46773
H -0.26095 -2.38887 0.84330
H 1.17230 -1.89495 2.06260
H -0.43194 -2.04188 2.63164
H -0.30912 -0.11454 3.41941
H 1.12527 0.54109 2.58047
H -0.34040 1.31181 2.46961
H -2.77149 0.26687 -0.38461
H -1.93685 1.68467 -0.91308
H 0.96827 0.73842 -1.92360

Orbital gap, eV: 8.586
Energy relative to the best compared isomer or geometry (same formula, charge and spin), kcal per mole: 65.38
Multiplicity: 1
Energy, eV: -28807.802

Atom charges from the natural (NBO) analysis, given in e for atoms 1 to 4: -0.6384, -0.3945, -0.4253, -0.4040

***

A 2-piece molecular cluster, C5H15N overall. Source: the OMol25 dataset; level of theory: ωB97M-V/def2-TZVPD.

Atoms and positions in Å:
C 0.76002 2.70089 2.08954
C 0.19173 1.53469 2.89741
C -1.32904 1.44455 2.77604
H 0.50766 2.57932 1.02271
H 1.85746 2.75167 2.18788
H 0.33043 3.65201 2.44653
H 0.64362 0.58885 2.54157
H 0.46677 1.65931 3.96244
H -1.61556 1.30245 1.72041
H -1.72265 0.59864 3.36434
H -1.79278 2.37514 3.14423
C 0.03978 -3.05274 -2.15332
C 0.67874 -1.89970 -2.91146
N -0.35974 -0.95813 -3.34851
H -0.52869 -2.66740 -1.29021
H 0.80978 -3.75086 -1.78408
H -0.65124 -3.60676 -2.81070
H 1.36116 -1.34749 -2.23705
H 1.28373 -2.30189 -3.74674
H 0.06110 -0.17699 -3.86368
H -0.99227 -1.42558 -4.00736

Orbital gap, eV: 10.335
Energy relative to the best compared isomer or geometry (same formula, charge and spin), kcal per mole: 0.65
Multiplicity: 1
Energy, eV: -6918.252

Atom charges from the natural (NBO) analysis, given in e for atoms 1 to 4: -0.6057, -0.3930, -0.6060, 0.2015

***

An isolated ion of composition C5H15N2 and charge +1. Source: the OMol25 dataset; level of theory: ωB97M-V/def2-TZVPD.

Atoms and positions in Å:
C 0.99691 1.59388 1.97886
C 1.03282 1.82513 0.46662
C -0.14969 1.15710 -0.24419
C -0.14669 -0.36197 -0.19715
N 1.09377 -1.00045 -0.66368
C -1.25078 -0.96190 -1.04575
N -1.34403 -2.43259 -0.73585
H 1.21460 0.53760 2.18366
H -0.02142 1.70691 2.35346
H 1.70852 2.18541 2.54528
H 0.82936 2.89803 0.37760
H 2.00546 1.67251 0.00775
H -1.02310 1.51532 0.30894
H -0.25096 1.57730 -1.25175
H -0.29945 -0.74073 0.82017
H 1.90756 -0.49327 -0.32941
H 1.17603 -0.91845 -1.67479
H -2.24197 -0.53529 -0.87935
H -1.05822 -0.85753 -2.11160
H -0.45780 -2.93601 -0.62814
H -1.91891 -2.87417 -1.45369
H -1.80202 -2.55684 0.17302

Orbital gap, eV: 10.256
Energy relative to the best compared isomer or geometry (same formula, charge and spin), kcal per mole: 12.69
Net charge: +1
Multiplicity: 1
Energy, eV: -8402.126

Atom charges from the natural (NBO) analysis, given in e for atoms 1 to 4: -0.6094, -0.4070, -0.4223, -0.0729

***

An isolated ion of composition C5H15N2 and charge +1. Source: the OMol25 dataset; level of theory: ωB97M-V/def2-TZVPD.

Atoms and positions in Å:
N -1.00726 1.19350 -2.77533
C -1.15253 0.15198 -1.78508
C 0.10301 -0.69533 -1.47812
C 1.10989 -0.01588 -0.52670
C 1.11258 -0.51707 0.91546
C -0.24218 -0.49868 1.61786
N -0.16484 0.31638 2.89076
H -0.25680 1.03385 -3.42862
H -0.82478 2.09926 -2.35021
H -1.94565 -0.52083 -2.10526
H -1.49750 0.62050 -0.85566
H -0.28634 -1.64754 -1.08556
H 0.60439 -0.88034 -2.42784
H 0.96314 1.05781 -0.59633
H 2.10566 -0.17831 -0.91991
H 1.50370 -1.52627 0.91261
H 1.80982 0.11662 1.46701
H -0.53352 -1.50186 1.93266
H -0.98187 -0.05285 0.97163
H 0.06594 1.29521 2.74496
H 0.55889 -0.09304 3.48425
H -1.04373 0.24289 3.39742

Orbital gap, eV: 8.158
Energy relative to the best compared isomer or geometry (same formula, charge and spin), kcal per mole: 24.98
Net charge: +1
Multiplicity: 1
Energy, eV: -8401.593

Atom charges from the natural (NBO) analysis, given in e for atoms 1 to 4: -0.8268, -0.2019, -0.4276, -0.4059